A:
Molecular formula: CH8N2S2
Method: DFT, ωB97M-V with the def2-TZVPD basis set

For the HOMO energy, the calculation gives -8.7 eV. The spin multiplicity is 1. The structure (SMILES) is NCN.SS. As for the total charge: 0. Its LUMO energy is 0.1 eV.

Last columns: bonded neighbours and bond lengths (Å).
CARTESIAN COORDINATES (ANGSTROEM)
1 N -0.743 -1.523 -1.876  C2 1.518, H4 1.014, H5 1.012
2 C 0.665 -2.037 -1.642  N1 1.518, N3 1.461, H6 1.089, H7 1.088
3 N 0.995 -2.278 -0.240  C2 1.461, H8 1.020, H9 1.022
4 H -0.710 -0.701 -2.469  N1 1.014
5 H -1.036 -1.199 -0.963  N1 1.012
6 H 1.375 -1.299 -2.016  C2 1.089
7 H 0.796 -2.884 -2.312  C2 1.088
8 H 0.641 -3.163 0.122  N3 1.020
9 H 0.348 -1.675 0.271  N3 1.022
10 S -0.275 2.303 0.311  S11 2.073, H12 1.348
11 S -0.089 0.840 1.768  S10 2.073, H13 1.350
12 H -0.799 3.316 1.030  S10 1.348
13 H 0.492 0.144 0.768  S11 1.350

---

B:
Molecular formula: CH8N2S2
Method: DFT, ωB97M-V with the def2-TZVPD basis set

For the HOMO energy, the calculation gives -9.0 eV. The spin multiplicity is 1. The structure (SMILES) is NCN.SS. As for the total charge: 0. Its LUMO energy is 0.5 eV.

Last columns: bonded neighbours and bond lengths (Å).
CARTESIAN COORDINATES (ANGSTROEM)
1 N -0.069 -1.122 0.549  C2 1.486, H4 1.011, H5 1.016
2 C 0.986 -0.352 1.258  N1 1.486, N3 1.420, H6 1.101, H7 1.086
3 N 1.523 0.741 0.528  C2 1.420, H8 1.007, H9 1.002
4 H 0.332 -1.957 0.144  N1 1.011
5 H -0.744 -1.478 1.220  N1 1.016
6 H 1.801 -1.016 1.584  C2 1.101
7 H 0.557 0.032 2.179  C2 1.086
8 H 0.850 1.385 0.147  N3 1.007
9 H 2.217 0.526 -0.162  N3 1.002
10 S -1.264 1.512 -1.219  S11 2.100, H12 1.347
11 S -2.927 0.754 -2.254  S10 2.100, H13 1.332
12 H -1.011 0.353 -0.581  S10 1.347
13 H -2.251 0.622 -3.394  S11 1.332

---

B takes first place; second place is 17.1 kcal/mol up.

---

A:
Molecular formula: C3H3OP
Method: DFT, ωB97M-V with the def2-TZVPD basis set

For the HOMO energy, the calculation gives -8.7 eV. The spin multiplicity is 1. As for the total charge: 0. Its LUMO energy is -0.8 eV.

Last columns: bonded neighbours and bond lengths (Å).
CARTESIAN COORDINATES (ANGSTROEM)
1 C 0.222 -0.573 -0.124  C2 1.206
2 C -0.914 -0.178 -0.032  C1 1.206, P5 1.767
3 C 2.635 -0.409 -0.046  O4 1.161, H6 1.080
4 O 3.080 0.647 0.138  C3 1.161
5 P -2.669 -0.011 0.101  C2 1.767, H7 1.402, H8 1.404
6 H 3.014 -1.407 -0.209  C3 1.080
7 H -2.770 0.947 -0.917  P5 1.402
8 H -2.598 0.985 1.089  P5 1.404

---

B:
Molecular formula: C3H3OP
Method: DFT, ωB97M-V with the def2-TZVPD basis set

For the HOMO energy, the calculation gives -7.8 eV. The spin multiplicity is 1. The structure (SMILES) is OP=c1cc1. As for the total charge: 0. Its LUMO energy is 1.0 eV.

Last columns: bonded neighbours and bond lengths (Å).
CARTESIAN COORDINATES (ANGSTROEM)
1 O 2.254 0.829 -0.044  P2 1.677, H6 0.924
2 P 1.880 -0.805 0.001  O1 1.677, C3 1.652
3 C 0.233 -0.705 -0.057  P2 1.652, C4 1.437, C5 1.529
4 C -1.147 -1.110 -0.047  C3 1.437, C5 1.301, H7 1.132
5 C -1.012 0.183 -0.093  C3 1.529, C4 1.301, H8 1.011
6 H 2.748 1.242 0.619  O1 0.924
7 H -1.867 -1.980 -0.123  C4 1.132
8 H -1.377 1.118 -0.220  C5 1.011

---

C:
Molecular formula: C3H3OP
Method: DFT, ωB97M-V with the def2-TZVPD basis set

For the HOMO energy, the calculation gives -8.6 eV. The spin multiplicity is 1. As for the total charge: 0. Its LUMO energy is -1.6 eV.

Last columns: bonded neighbours and bond lengths (Å).
CARTESIAN COORDINATES (ANGSTROEM)
1 C 1.140 1.045 -0.028  C2 1.313, C3 1.454, H6 1.078
2 C 1.591 -0.186 0.041  C1 1.313, H7 1.065
3 C -0.310 1.148 0.010  C1 1.454, P5 1.650
4 O -1.408 -1.285 -0.018  P5 1.668, H8 0.961
5 P -1.752 0.346 0.009  C3 1.650, O4 1.668
6 H 1.730 1.940 -0.135  C1 1.078
7 H 1.206 -1.173 0.154  C2 1.065
8 H -2.197 -1.835 -0.034  O4 0.961

---

B takes first place; second place is 53.3 kcal/mol up.

---

A:
Molecular formula: C4H5FN2
Method: DFT, ωB97M-V with the def2-TZVPD basis set

For the HOMO energy, the calculation gives -8.7 eV. The spin multiplicity is 1. The structure (SMILES) is Cc1nc(F)c[nH]1. As for the total charge: 0. Its LUMO energy is 0.8 eV.

Last columns: bonded neighbours and bond lengths (Å).
CARTESIAN COORDINATES (ANGSTROEM)
1 C 1.515 -1.017 0.594  C2 1.494, H8 1.108, H9 1.101, H10 1.119
2 C 0.441 -0.181 -0.023  C1 1.494, N3 1.309, N7 1.389
3 N 0.533 0.673 -1.011  C2 1.309, C4 1.365
4 C -0.702 1.241 -1.138  N3 1.365, F5 1.325, C6 1.343
5 F -0.963 2.143 -2.072  C4 1.325
6 C -1.587 0.741 -0.260  C4 1.343, N7 1.393, H11 1.094
7 N -0.854 -0.184 0.480  C2 1.389, C6 1.393, H12 1.015
8 H 1.674 -0.757 1.659  C1 1.108
9 H 2.467 -0.807 0.082  C1 1.101
10 H 1.328 -2.116 0.495  C1 1.119
11 H -2.627 1.007 -0.047  C6 1.094
12 H -1.224 -0.742 1.241  N7 1.015

---

B:
Molecular formula: C4H5FN2
Method: DFT, ωB97M-V with the def2-TZVPD basis set

For the HOMO energy, the calculation gives -9.5 eV. The spin multiplicity is 1. The structure (SMILES) is Cc1cc(F)[nH]n1. As for the total charge: 0. Its LUMO energy is 1.0 eV.

Last columns: bonded neighbours and bond lengths (Å).
CARTESIAN COORDINATES (ANGSTROEM)
1 C -0.593 1.433 1.143  C2 1.481, H8 1.091, H9 1.092, H10 1.053
2 C -0.219 0.324 0.236  C1 1.481, C3 1.440, N7 1.296
3 C 1.084 -0.049 -0.252  C2 1.440, C4 1.349, H11 1.068
4 C 0.836 -1.177 -0.948  C3 1.349, F5 1.382, N6 1.361
5 F 1.626 -2.083 -1.632  C4 1.382
6 N -0.495 -1.443 -0.861  C4 1.361, N7 1.324, H12 0.993
7 N -1.128 -0.504 -0.174  C2 1.296, N6 1.324
8 H -1.420 1.989 0.701  C1 1.091
9 H -0.956 0.996 2.076  C1 1.092
10 H 0.204 2.100 1.315  C1 1.053
11 H 1.956 0.562 -0.169  C3 1.068
12 H -0.894 -2.148 -1.435  N6 0.993

---

A takes first place; second place is 19.7 kcal/mol up.